No. 1
{
  "formula": "C28H54Br3F3O14P2",
  "method": "the ωB97M-V functional and the def2-TZVPD basis",
  "species": ["O", "P", "Br", "P", "O", "C", "C", "C", "F", "Br", "C", "F", "F", "Br", "H", "H", "H", "H", "H", "H", "O", "C", "O", "C", "C", "C", "H", "H", "H", "H", "H", "H", "H", "H", "O", "C", "O", "C", "C", "C", "H", "H", "H", "H", "H", "H", "H", "H", "O", "C", "O", "C", "C", "C", "H", "H", "H", "H", "H", "H", "H", "H", "O", "C", "O", "C", "C", "C", "H", "H", "H", "H", "H", "H", "H", "H", "O", "C", "O", "C", "C", "C", "H", "H", "H", "H", "H", "H", "H", "H", "O", "C", "O", "C", "C", "C", "H", "H", "H", "H", "H", "H", "H", "H"],
  "coordinates": [[1.372, 0.859, -0.539], [0.940, 0.338, -2.036], [2.997, 0.205, -2.967], [0.785, -1.852, -1.788], [1.864, -2.197, -0.586], [-0.786, -1.998, -0.816], [-1.607, -0.704, -0.605], [-3.127, -0.881, -0.493], [-3.482, -1.973, 0.244], [-3.826, 0.717, 0.418], [-3.896, -0.963, -1.837], [-3.509, 0.040, -2.633], [-5.213, -0.840, -1.645], [-3.624, -2.637, -2.773], [1.757, 1.749, -0.574], [2.616, -2.662, -0.977], [-1.349, -2.802, -1.301], [-0.481, -2.393, 0.165], [-1.468, 0.040, -1.400], [-1.254, -0.232, 0.324], [0.305, -4.995, 2.098], [1.313, -4.506, 2.544], [2.373, -5.334, 2.734], [3.639, -4.851, 3.195], [3.680, -4.714, 4.703], [1.401, -3.063, 2.956], [3.897, -3.917, 2.694], [4.352, -5.604, 2.861], [2.959, -3.978, 5.058], [4.676, -4.404, 5.024], [3.445, -5.670, 5.171], [0.963, -2.982, 3.951], [0.800, -2.476, 2.269], [2.401, -2.640, 2.967], [0.473, -0.095, 2.803], [0.106, 1.030, 3.008], [-0.722, 1.605, 2.113], [-1.370, 2.863, 2.332], [-0.513, 4.050, 1.950], [0.579, 1.824, 4.203], [-1.742, 2.928, 3.356], [-2.235, 2.807, 1.675], [0.372, 4.132, 2.583], [-1.091, 4.970, 2.049], [-0.188, 3.958, 0.912], [1.549, 2.256, 3.957], [0.714, 1.131, 5.030], [-0.090, 2.624, 4.508], [0.125, 4.595, -1.864], [-1.009, 4.787, -2.215], [-1.990, 4.136, -1.546], [-3.387, 4.382, -1.749], [-3.957, 3.601, -2.913], [-1.366, 5.683, -3.374], [-3.584, 5.452, -1.830], [-3.835, 4.044, -0.814], [-3.513, 3.911, -3.859], [-5.035, 3.753, -2.973], [-3.763, 2.537, -2.777], [-1.266, 5.111, -4.296], [-0.642, 6.492, -3.411], [-2.371, 6.095, -3.320], [-0.276, -3.314, 5.994], [-1.366, -3.442, 5.494], [-1.530, -3.078, 4.214], [-2.730, -3.327, 3.473], [-3.766, -2.247, 3.695], [-2.548, -3.948, 6.286], [-3.113, -4.324, 3.695], [-2.398, -3.337, 2.438], [-4.098, -2.210, 4.734], [-4.634, -2.430, 3.062], [-3.351, -1.274, 3.434], [-2.968, -3.106, 6.838], [-2.182, -4.677, 7.005], [-3.333, -4.397, 5.686], [1.416, 6.750, -4.643], [2.254, 7.580, -4.418], [2.080, 8.822, -4.920], [2.962, 9.908, -4.615], [4.186, 9.920, -5.506], [3.500, 7.246, -3.633], [3.227, 9.901, -3.557], [2.358, 10.798, -4.789], [4.800, 9.031, -5.359], [4.798, 10.797, -5.289], [3.886, 9.956, -6.553], [4.217, 6.793, -4.319], [3.226, 6.501, -2.890], [3.974, 8.091, -3.143], [0.434, -4.753, -1.194], [0.794, -5.854, -1.513], [1.689, -5.968, -2.519], [2.268, -7.224, -2.892], [1.379, -8.004, -3.836], [0.244, -7.079, -0.828], [2.531, -7.802, -2.005], [3.199, -6.950, -3.387], [0.434, -8.276, -3.364], [1.880, -8.921, -4.149], [1.158, -7.408, -4.721], [-0.712, -7.324, -1.293], [0.064, -6.809, 0.211], [0.886, -7.954, -0.872]],
  "forces_ev_per_a": [[0.0, 0.1, 0.0], [0.3, 0.4, 0.1], [0.1, -0.1, -0.1], [-0.1, -0.3, 0.0], [0.2, 0.1, -0.2], [-0.2, -0.1, 0.3], [0.0, -0.1, 0.1], [0.3, 0.0, 0.1], [0.1, 0.2, 0.0], [-0.1, -0.1, 0.0], [0.1, -0.1, 0.1], [0.1, 0.1, -0.1], [-0.2, 0.0, 0.1], [0.1, 0.0, 0.0], [-0.3, -0.1, 0.0], [-0.2, 0.0, 0.1], [0.1, 0.3, 0.1], [-0.1, 0.1, -0.3], [0.0, -0.2, 0.1], [-0.1, -0.1, -0.3], [0.1, 0.0, 0.0], [-0.1, -0.1, 0.1], [0.0, 0.0, -0.1], [0.0, 0.0, 0.0], [-0.1, 0.0, 0.0], [0.0, -0.1, -0.2], [0.0, 0.0, 0.0], [0.0, 0.0, 0.0], [0.0, 0.0, 0.0], [0.0, 0.0, 0.0], [0.0, 0.0, 0.0], [0.0, 0.1, 0.0], [-0.1, 0.0, 0.1], [0.0, -0.1, 0.0], [0.0, 0.1, 0.0], [0.0, 0.0, 0.0], [0.0, -0.1, 0.0], [-0.1, 0.1, -0.1], [0.2, -0.1, 0.0], [-0.1, 0.0, 0.1], [0.0, 0.0, 0.0], [-0.1, 0.1, 0.0], [0.0, 0.0, 0.0], [0.0, 0.0, 0.0], [0.0, 0.0, 0.0], [0.0, 0.0, 0.0], [0.0, 0.0, 0.0], [0.0, 0.0, 0.0], [0.0, 0.0, 0.0], [0.0, -0.1, 0.0], [0.1, 0.0, 0.1], [-0.1, -0.1, 0.1], [0.1, 0.0, 0.0], [0.0, 0.1, 0.2], [0.0, 0.0, 0.0], [-0.1, 0.0, 0.0], [0.0, 0.0, 0.0], [0.0, 0.0, 0.0], [0.0, 0.0, 0.0], [0.0, 0.0, 0.0], [0.0, -0.1, -0.1], [0.0, 0.0, 0.0], [-0.1, 0.0, 0.0], [0.0, 0.0, 0.0], [0.1, 0.0, 0.1], [0.0, 0.0, -0.1], [0.0, 0.0, 0.1], [0.0, -0.1, 0.0], [0.0, 0.0, 0.0], [0.0, 0.0, 0.0], [0.0, 0.0, 0.0], [0.0, 0.0, 0.0], [0.0, 0.0, 0.0], [0.0, 0.0, 0.0], [0.0, 0.0, 0.0], [0.0, 0.0, 0.0], [0.0, 0.1, -0.1], [0.0, -0.1, 0.0], [0.0, 0.0, 0.1], [0.0, 0.0, 0.0], [0.0, -0.1, 0.0], [0.0, 0.0, 0.1], [0.0, 0.0, 0.0], [0.0, 0.0, 0.0], [0.0, 0.0, 0.0], [0.0, 0.0, 0.0], [0.0, 0.0, 0.0], [0.0, 0.0, 0.0], [0.0, 0.0, 0.0], [0.0, 0.0, 0.0], [0.0, 0.0, -0.2], [-0.1, 0.0, 0.2], [0.1, 0.0, 0.1], [0.0, 0.0, 0.0], [-0.1, 0.0, 0.0], [0.1, 0.0, 0.1], [0.0, 0.0, 0.0], [0.0, 0.0, 0.0], [0.0, 0.0, 0.0], [0.0, 0.0, 0.0], [0.0, 0.0, 0.0], [0.0, 0.0, 0.0], [0.0, 0.0, 0.0], [0.0, 0.0, 0.0]],
  "charge": 0,
  "e_tot_ev": -295436.5688,
  "smiles": "OP(Br)#P(O)CC[C@@](F)(Br)C(F)(F)Br.CCOC(C)=O.CCOC(C)=O.CCOC(C)=O.CCOC(C)=O.CCOC(C)=O.CCOC(C)=O",
  "gap_ev": 8.1412
}

No. 2
{
  "formula": "C28H55AlO12P",
  "method": "the ωB97M-V functional and the def2-TZVPD basis",
  "species": ["C", "C", "O", "P", "O", "C", "C", "Al", "C", "C", "C", "O", "O", "C", "O", "C", "C", "C", "C", "C", "C", "O", "C", "C", "H", "H", "H", "H", "H", "H", "H", "H", "H", "H", "H", "H", "H", "H", "H", "H", "H", "H", "H", "H", "H", "H", "H", "H", "H", "H", "H", "C", "O", "C", "C", "O", "C", "C", "O", "C", "H", "H", "H", "H", "H", "H", "H", "H", "H", "H", "H", "H", "H", "H", "C", "O", "C", "C", "O", "C", "C", "O", "C", "H", "H", "H", "H", "H", "H", "H", "H", "H", "H", "H", "H", "H", "H"],
  "coordinates": [[-0.260, 6.088, 1.405], [-0.992, 4.741, 1.403], [-0.722, 4.068, 2.627], [-0.875, 2.482, 2.612], [-0.142, 1.841, 1.499], [-0.365, 1.891, 4.218], [-0.262, 2.990, 5.321], [1.594, 3.339, 6.048], [2.106, 5.286, 5.849], [1.075, 6.161, 5.092], [1.692, 7.452, 4.538], [0.891, 8.624, 4.768], [2.812, 2.209, 5.236], [3.869, 2.756, 4.715], [4.807, 3.196, 5.328], [3.855, 2.779, 3.212], [4.935, 2.312, 2.474], [4.888, 2.335, 1.081], [3.753, 2.822, 0.424], [2.677, 3.294, 1.170], [2.717, 3.276, 2.559], [-2.468, 2.304, 2.450], [-2.900, 0.961, 2.282], [-4.157, 0.956, 1.439], [0.463, 6.145, 0.599], [0.279, 6.179, 2.342], [-0.949, 6.916, 1.292], [-2.058, 4.917, 1.286], [-0.672, 4.152, 0.549], [0.569, 1.363, 4.056], [-1.114, 1.152, 4.500], [-0.713, 3.917, 4.974], [-0.867, 2.673, 6.168], [1.582, 2.970, 7.631], [2.223, 5.702, 6.849], [3.074, 5.417, 5.364], [0.598, 5.612, 4.287], [0.316, 6.487, 5.799], [1.851, 7.380, 3.467], [2.671, 7.614, 4.984], [0.922, 8.764, 5.716], [5.808, 1.932, 2.981], [5.714, 1.971, 0.491], [3.684, 2.835, -0.652], [1.787, 3.648, 0.672], [1.881, 3.629, 3.143], [-2.152, 0.346, 1.792], [-3.171, 0.511, 3.235], [-4.605, -0.032, 1.454], [-4.863, 1.668, 1.855], [-3.943, 1.209, 0.407], [-1.361, -1.719, -0.806], [-2.695, -2.181, -0.958], [-3.242, -1.987, -2.246], [-3.899, -3.234, -2.803], [-3.022, -4.303, -3.117], [-2.384, -5.019, -2.068], [-3.291, -5.857, -1.192], [-4.119, -5.075, -0.351], [-5.469, -5.475, -0.294], [-1.354, -0.661, -0.532], [-0.901, -2.292, -0.001], [-0.769, -1.880, -1.712], [-2.478, -1.638, -2.947], [-4.016, -1.211, -2.176], [-4.343, -2.949, -3.762], [-4.723, -3.567, -2.169], [-1.750, -4.365, -1.469], [-1.718, -5.717, -2.582], [-2.649, -6.479, -0.555], [-3.890, -6.522, -1.823], [-5.825, -5.843, -1.262], [-6.063, -4.601, -0.023], [-5.620, -6.250, 0.465], [4.146, -4.370, -3.879], [2.789, -4.041, -4.081], [2.557, -2.777, -4.678], [1.583, -2.841, -5.835], [2.038, -3.520, -6.996], [2.170, -4.931, -6.980], [0.875, -5.712, -6.905], [0.256, -5.599, -5.640], [-1.134, -5.343, -5.657], [4.509, -3.970, -2.927], [4.223, -5.457, -3.852], [4.778, -4.001, -4.692], [3.496, -2.326, -5.015], [2.121, -2.118, -3.916], [1.428, -1.810, -6.164], [0.610, -3.214, -5.511], [2.870, -5.259, -6.210], [2.625, -5.171, -7.945], [1.113, -6.771, -7.080], [0.204, -5.379, -7.704], [-1.418, -4.695, -6.494], [-1.392, -4.831, -4.734], [-1.704, -6.277, -5.712]],
  "forces_ev_per_a": [[0.0, -0.4, 0.0], [0.1, 1.0, -0.5], [-0.3, -0.3, 0.1], [0.9, -0.5, -0.4], [-0.3, -0.1, -0.2], [-0.4, 0.8, 0.4], [0.3, -0.4, -0.3], [-0.1, 0.1, 0.8], [-0.4, -0.2, -0.6], [0.8, 0.2, 0.4], [0.0, 0.0, 0.1], [0.0, -0.1, -0.3], [-0.9, 0.5, 0.2], [0.0, -0.5, -0.6], [0.8, 0.3, 0.4], [-0.5, 0.2, -0.4], [-0.1, 0.2, -0.4], [-0.5, 0.2, -0.1], [0.1, 0.0, 0.7], [0.1, 0.0, 0.2], [0.8, -0.4, -0.2], [0.2, 0.1, 0.3], [-1.0, -0.4, -0.4], [0.1, 0.1, 0.0], [0.2, 0.0, -0.1], [0.0, 0.2, 0.1], [-0.1, 0.2, 0.1], [-0.2, -0.2, 0.2], [0.1, -0.4, 0.0], [0.2, -0.1, -0.1], [-0.1, -0.2, -0.1], [-0.1, 0.1, 0.0], [-0.1, -0.1, 0.2], [0.0, -0.1, 0.0], [0.1, 0.0, 0.2], [0.2, -0.1, -0.1], [-0.2, -0.1, 0.0], [-0.4, -0.2, 0.0], [-0.1, 0.1, -0.2], [0.2, 0.0, 0.1], [-0.1, 0.1, 0.1], [0.1, 0.0, 0.1], [0.2, -0.1, 0.0], [0.1, -0.1, -0.2], [-0.1, 0.0, -0.1], [-0.2, 0.1, 0.0], [0.4, 0.0, 0.1], [0.3, 0.1, 0.4], [-0.1, -0.2, 0.0], [-0.2, 0.1, -0.1], [0.0, 0.2, -0.2], [-0.2, 0.1, 0.2], [0.2, -0.3, -0.2], [-0.1, 0.1, 0.2], [-0.2, 0.0, 0.0], [0.0, -0.1, 0.0], [0.1, 0.1, 0.0], [0.0, 0.0, 0.2], [-0.1, 0.2, -0.3], [0.1, 0.0, 0.1], [0.2, 0.0, -0.1], [-0.1, 0.0, 0.1], [0.0, 0.0, 0.0], [0.0, 0.0, 0.0], [0.0, 0.0, -0.2], [0.0, 0.0, 0.0], [0.1, 0.0, 0.2], [-0.2, 0.1, 0.1], [0.0, 0.0, 0.0], [0.0, -0.1, -0.1], [0.0, 0.0, 0.0], [0.0, 0.0, 0.0], [0.0, 0.0, 0.1], [-0.1, -0.1, -0.1], [-0.1, 0.0, 0.1], [0.0, -0.1, -0.3], [0.0, 0.0, 0.2], [-0.2, 0.0, 0.0], [0.1, 0.1, -0.1], [0.1, 0.0, 0.0], [0.0, -0.2, 0.1], [0.0, 0.3, 0.0], [0.1, -0.1, 0.1], [0.1, 0.0, 0.0], [0.0, 0.0, 0.1], [0.0, 0.0, 0.0], [0.0, -0.1, 0.0], [0.0, 0.1, -0.1], [0.0, 0.0, 0.0], [0.1, -0.2, 0.1], [-0.1, 0.0, 0.2], [0.0, 0.0, 0.0], [0.0, 0.0, -0.2], [0.0, 0.1, 0.0], [0.0, 0.0, 0.0], [0.0, 0.0, 0.0], [-0.1, 0.0, -0.1]],
  "charge": -1,
  "e_tot_ev": -70385.5793,
  "gap_ev": 7.2946
}